[1]
Entry from the OMol25 dataset: C3H5NO2 as an isolated structure in a non-equilibrium geometry (ωB97M-V/def2-TZVPD).

Positions of all 11 atoms, in Å:
C  0.8430  0.3329  -0.2863
C  -1.0987  -0.0335  0.0528
C  1.5543  -0.9466  0.0318
N  -1.8972  1.0132  0.0293
O  1.1617  1.4822  -0.4561
O  -1.2726  -1.2058  0.1541
H  1.6181  -1.1031  1.1820
H  0.9663  -1.6554  -0.4052
H  2.6177  -0.8218  -0.4057
H  -1.5890  1.9051  -0.0540
H  -2.9035  1.0327  0.1571

Calculated values
total energy: -8775.68783 eV
relative energy (zero: lowest compared OMol25 entry of this formula, charge and spin): 46.3 kcal per mole
2S+1: 1

natural (NBO) atomic charge list, values in e, 5 entries: 0.55, 0.60, -0.74, -0.82, -0.53

[2]
Entry from the OMol25 dataset: C3H5NO2S as an isolated structure in a non-equilibrium geometry (ωB97M-V/def2-TZVPD).

Positions of all 12 atoms, in Å:
C  -0.6924  -0.6787  0.2126
C  -1.6570  -0.8490  -0.7287
C  0.3617  -0.0171  -0.4592
N  1.6639  0.0997  -0.2299
O  -1.1299  1.2042  -2.4892
O  -0.0956  -0.9753  -2.9456
S  -0.6673  -0.0568  -2.0047
H  -0.7174  -0.9748  1.2475
H  -2.6369  -1.2746  -0.7102
H  -0.7087  2.0055  0.8080
H  2.0462  -0.0958  0.6870
H  2.2103  0.6848  -0.8438

Calculated values
total energy: -19606.33605 eV
relative energy (zero: lowest compared OMol25 entry of this formula, charge and spin): 142.4 kcal per mole
2S+1: 1

natural (NBO) atomic charge list, values in e, 5 entries: -0.25, -0.48, -0.05, -0.77, -0.90

[3]
Entry from the OMol25 dataset: an isolated molecule of C3H5NO2S in a non-equilibrium geometry (ωB97M-V/def2-TZVPD).

Positions of all 12 atoms, in Å:
C  0.3701  0.1237  0.8669
C  1.3369  -1.0160  0.6579
C  -1.2513  1.2097  -0.7360
H  -0.1702  -1.1081  -1.6914
H  0.9663  1.0512  1.0565
H  -0.2663  -0.0791  1.7241
H  1.3796  -1.9156  1.2994
H  -1.9093  0.8641  -1.5117
N  -0.4208  0.2220  -0.4030
O  -0.7467  -1.0154  -0.9250
O  2.0875  -1.0108  -0.2903
S  -1.3760  2.6743  -0.0473

Calculated values
total energy: -19609.73106 eV
relative energy (zero: lowest compared OMol25 entry of this formula, charge and spin): 64.1 kcal per mole
2S+1: 1

natural (NBO) atomic charge list, values in e, 5 entries: -0.35, 0.42, -0.08, 0.48, 0.27

[4]
Entry from the OMol25 dataset: an isolated molecule of C3H5NO2S2 in a non-equilibrium geometry (ωB97M-V/def2-TZVPD).

Positions of all 13 atoms, in Å:
C  1.2683  1.1139  0.0689
C  -0.3003  -0.7548  -0.2558
C  -1.5592  -0.2192  0.3496
N  0.7981  -0.1470  0.3567
O  2.1009  1.6305  0.7472
O  0.7235  1.6256  -1.0670
S  -4.3218  0.9731  0.4905
S  -2.8241  0.3436  -0.5761
H  -0.0991  -1.7634  -0.1193
H  -0.5002  -0.3439  -1.3424
H  -1.6154  0.0351  1.3626
H  1.2330  -0.7043  1.0347
H  0.9126  2.5302  -1.1845

Calculated values
total energy: -30446.58308 eV
relative energy (zero: lowest compared OMol25 entry of this formula, charge and spin): 35.2 kcal per mole
2S+1: 1

natural (NBO) atomic charge list, values in e, 5 entries: 0.89, -0.28, -0.38, -0.64, -0.61

[5]
Entry from the OMol25 dataset: an isolated molecule of C3H5NO3 (ωB97M-V/def2-TZVPD).

Positions of all 12 atoms, in Å:
N  -0.7721  -1.3505  0.2946
C  -0.7807  -0.1884  1.0082
O  -1.5690  0.0326  1.9034
C  0.2711  0.8640  0.6902
O  1.3408  0.4381  -0.1592
C  1.0813  0.2456  -1.4536
O  0.0191  0.4106  -2.0010
H  -0.4778  -1.3036  -0.6719
H  -1.5904  -1.9239  0.4421
H  -0.2575  1.7228  0.2680
H  0.7426  1.1683  1.6278
H  1.9926  -0.1156  -1.9486

Calculated values
total energy: -10824.96465 eV
relative energy (zero: lowest compared OMol25 entry of this formula, charge and spin): 16.7 kcal per mole
2S+1: 1

natural (NBO) atomic charge list, values in e, 5 entries: -0.82, 0.65, -0.60, -0.19, -0.49

[6]
Entry from the OMol25 dataset: an isolated molecule of C3H5NO3 in a non-equilibrium geometry (ωB97M-V/def2-TZVPD).

Positions of all 12 atoms, in Å:
N  -0.8812  0.5192  -0.7626
C  0.3569  0.8714  -0.1961
O  1.1316  1.6503  -0.6846
C  0.5854  0.0791  1.1061
O  -0.1683  -1.1259  0.9463
C  -0.0248  -1.5554  -0.3386
O  0.9415  -1.3227  -1.0196
H  -0.9800  0.5448  -1.7628
H  -1.7126  0.4305  -0.2017
H  1.6456  -0.1275  1.2887
H  0.1672  0.6245  1.9567
H  -0.8675  -2.1872  -0.6383

Calculated values
total energy: -10823.96383 eV
relative energy (zero: lowest compared OMol25 entry of this formula, charge and spin): 39.8 kcal per mole
2S+1: 1

natural (NBO) atomic charge list, values in e, 5 entries: -0.89, 0.68, -0.53, -0.19, -0.52

[7]
Entry from the OMol25 dataset: an isolated molecule of C3H5NO3 in a non-equilibrium geometry (ωB97M-V/def2-TZVPD).

Positions of all 12 atoms, in Å:
C  0.4341  0.9984  0.5430
C  -0.2062  -0.2907  0.2154
C  -1.6733  -0.3852  -0.0358
H  2.1276  1.0872  -0.6936
H  -0.2995  1.6897  0.4775
H  1.0542  0.7786  1.4136
H  -1.8111  -1.4169  -0.6774
H  1.9175  -1.8479  -0.4483
N  0.2682  -1.3845  -0.2232
O  1.3475  1.6254  -0.4735
O  -2.5028  0.4345  -0.0677
O  1.6311  -1.1267  0.1856

Calculated values
total energy: -10820.29171 eV
relative energy (zero: lowest compared OMol25 entry of this formula, charge and spin): 124.4 kcal per mole
2S+1: 1

natural (NBO) atomic charge list, values in e, 5 entries: -0.13, 0.09, 0.41, 0.48, 0.22

[8]
Entry from the OMol25 dataset: a 2-piece molecular cluster, C3H5NO3 overall in a non-equilibrium geometry (ωB97M-V/def2-TZVPD).

Positions of all 12 atoms, in Å:
C  0.0501  -1.2337  0.5942
C  -1.0202  -0.4900  0.5284
C  2.1706  0.3077  -1.6029
N  -1.9534  0.3319  0.6015
O  -1.4431  1.4862  1.4243
O  -3.0627  0.3862  0.0877
O  1.9990  -0.8464  -1.4586
H  0.2179  -1.9327  1.3239
H  0.8988  -1.2554  -0.1523
H  1.7751  1.1015  -0.7990
H  2.6242  0.5654  -2.5754
H  -2.2564  1.5792  2.0281

Calculated values
total energy: -10817.64420 eV
relative energy (zero: lowest compared OMol25 entry of this formula, charge and spin): 185.5 kcal per mole
2S+1: 1

natural (NBO) atomic charge list, values in e, 5 entries: -0.45, 0.23, 0.28, 0.28, -0.59

[9]
Entry from the OMol25 dataset: an isolated molecule of C3H5NO3 in a non-equilibrium geometry (ωB97M-V/def2-TZVPD).

Positions of all 12 atoms, in Å:
C  -0.6973  0.4726  -0.2608
C  -1.7565  0.0112  0.6670
C  0.7094  0.0480  -0.1000
N  -3.0959  -0.1174  0.0278
O  -3.4833  0.8812  -0.5531
O  -3.6151  -1.2213  0.0349
O  -1.2854  1.3030  0.7538
H  -1.2042  0.7384  -1.2164
H  -1.3585  -0.9677  1.3628
H  0.9872  -0.2488  0.8587
H  1.3929  0.9985  -0.2185
H  0.8701  -0.8766  -0.6232

Calculated values
total energy: -10819.48417 eV
relative energy (zero: lowest compared OMol25 entry of this formula, charge and spin): 143.1 kcal per mole
2S+1: 1

natural (NBO) atomic charge list, values in e, 5 entries: 0.06, 0.12, -0.66, 0.50, -0.36

[10]
Entry from the OMol25 dataset: C3H5NO3 as an isolated structure in a non-equilibrium geometry (ωB97M-V/def2-TZVPD).

Positions of all 12 atoms, in Å:
C  0.3200  0.3494  -0.1492
C  0.0892  -1.0833  -0.1120
C  -1.4138  -1.0488  0.0445
N  -0.6398  1.0594  0.0665
O  -1.7828  0.3043  0.2768
O  1.9449  2.2160  0.4726
O  1.9644  1.2178  -0.3838
H  0.4260  -1.4122  -1.0299
H  0.7942  -1.4721  0.6933
H  -1.8566  -1.4694  -0.7858
H  -1.7062  -1.7188  0.9724
H  1.8604  3.0577  -0.0654

Calculated values
total energy: -10817.04893 eV
relative energy (zero: lowest compared OMol25 entry of this formula, charge and spin): 199.2 kcal per mole
2S+1: 1

natural (NBO) atomic charge list, values in e, 5 entries: 0.46, -0.54, -0.08, -0.16, -0.34

[11]
Entry from the OMol25 dataset: an isolated molecule of C3H5NO3 in a non-equilibrium geometry (ωB97M-V/def2-TZVPD).

Positions of all 12 atoms, in Å:
N  -1.6222  -0.5353  0.1520
C  -0.2573  -0.5815  0.5394
O  0.2383  -1.4108  1.2758
C  -0.0078  0.8931  0.5233
O  1.5650  1.0568  -0.0038
C  1.6357  0.1217  -0.9176
O  0.7445  -0.7055  -1.1007
H  -1.8549  -0.4890  -0.8311
H  -2.1767  -1.1504  0.7132
H  -0.4833  1.4481  -0.2796
H  -0.2809  1.2878  1.5226
H  2.4995  0.0647  -1.5934

Calculated values
total energy: -10822.90509 eV
relative energy (zero: lowest compared OMol25 entry of this formula, charge and spin): 64.2 kcal per mole
2S+1: 1

natural (NBO) atomic charge list, values in e, 5 entries: -0.89, 0.66, -0.61, -0.14, -0.50

[12]
Entry from the OMol25 dataset: an isolated ion of composition C3H5NO3 and charge +1 in a non-equilibrium geometry (ωB97M-V/def2-TZVPD).

Positions of all 12 atoms, in Å:
O  -1.6743  1.2025  -1.4220
C  -0.8652  0.4154  -0.8547
N  -0.6768  0.3337  0.5643
C  0.2953  -0.3027  1.3053
O  0.0198  -0.2814  2.6278
O  1.2616  -0.7832  0.7456
C  0.2728  -0.1420  -1.6406
H  -1.0397  1.0813  1.2111
H  0.5783  -0.9190  2.9798
H  1.2074  0.2101  -1.0997
H  0.3226  0.4496  -2.6136
H  0.2983  -1.2644  -1.8033

Calculated values
total energy: -10814.43700 eV
relative energy (zero: lowest compared OMol25 entry of this formula, charge and spin): 24.0 kcal per mole
total charge: +1
2S+1: 2

natural (NBO) atomic charge list, values in e, 5 entries: -0.01, 0.69, -0.61, 0.88, -0.63

[13]
Entry from the OMol25 dataset: C3H5NO4 as an isolated structure in a non-equilibrium geometry (ωB97M-V/def2-TZVPD).

Positions of all 13 atoms, in Å:
C  0.1426  1.2596  0.7370
C  1.2906  -0.9333  0.0342
C  -0.2083  0.2312  -0.2657
N  -1.3518  -0.6557  -0.1620
O  2.3408  -0.4911  -0.2110
O  0.5525  2.2840  0.3359
O  0.9054  -2.0880  0.4607
O  -0.0210  0.8252  -1.5523
H  0.0133  1.0108  1.8550
H  -0.0930  -2.1843  0.3166
H  -1.9827  -0.5820  -1.0109
H  -1.9169  -0.3455  0.6209
H  0.3285  1.6689  -1.1583

Calculated values
total energy: -12870.60068 eV
relative energy (zero: lowest compared OMol25 entry of this formula, charge and spin): 52.5 kcal per mole
2S+1: 1

natural (NBO) atomic charge list, values in e, 5 entries: 0.38, 0.78, 0.20, -0.88, -0.54

[14]
Entry from the OMol25 dataset: an isolated molecule of C3H5NO4 in a non-equilibrium geometry (ωB97M-V/def2-TZVPD).

Positions of all 13 atoms, in Å:
C  -0.3147  1.0318  -0.0522
C  0.0963  -0.4181  -0.0087
C  1.6578  -0.5594  0.1626
H  -1.8362  0.1536  0.7585
H  0.5476  1.7499  -0.0901
H  -0.7373  1.1636  -0.9917
H  -2.6852  -1.6961  -0.3181
H  2.9322  0.8933  -0.7188
N  -0.5943  -1.4680  -0.1084
O  -1.1916  0.8865  0.9471
O  -2.0399  -0.9955  -0.0709
O  1.9110  0.7792  -0.1350
O  2.2543  -1.5208  0.6257

Calculated values
total energy: -12866.44165 eV
relative energy (zero: lowest compared OMol25 entry of this formula, charge and spin): 148.4 kcal per mole
2S+1: 1

natural (NBO) atomic charge list, values in e, 5 entries: -0.12, 0.13, 0.77, 0.50, 0.25

[15]
Entry from the OMol25 dataset: an isolated molecule of C3H5NOS in a non-equilibrium geometry (ωB97M-V/def2-TZVPD).

Positions of all 11 atoms, in Å:
C  -0.6514  0.5414  -1.1534
C  -0.2324  0.2566  1.3572
C  0.1492  -0.2181  -0.0009
N  -1.2863  1.1344  -1.9403
O  -0.1532  -1.6438  -0.1229
S  1.9141  0.0915  -0.3506
H  -1.2806  -0.0834  1.3593
H  0.3743  -0.2801  2.0601
H  -0.2443  1.4145  1.4339
H  -0.1039  -1.7456  -1.0454
H  1.5143  0.5327  -1.5970

Calculated values
total energy: -17563.44202 eV
relative energy (zero: lowest compared OMol25 entry of this formula, charge and spin): 42.1 kcal per mole
2S+1: 1

natural (NBO) atomic charge list, values in e, 5 entries: 0.20, -0.64, 0.08, -0.30, -0.69

[16]
Entry from the OMol25 dataset: an isolated molecule of C3H5NOS in a non-equilibrium geometry (ωB97M-V/def2-TZVPD).

Positions of all 11 atoms, in Å:
C  -0.6591  0.6283  -0.0363
C  0.7664  0.6130  0.3642
C  -1.3138  -1.4458  -1.3399
N  -1.1216  -0.3154  -0.7669
O  1.5083  -0.4732  0.0775
S  -1.3454  -1.8492  -3.0235
H  -1.3334  1.4093  0.2505
H  1.2991  1.4987  -0.1245
H  0.7657  0.8819  1.4528
H  -1.2287  -2.1923  -0.6122
H  0.8336  -0.9938  -0.3236

Calculated values
total energy: -17562.39880 eV
relative energy (zero: lowest compared OMol25 entry of this formula, charge and spin): 66.2 kcal per mole
2S+1: 1

natural (NBO) atomic charge list, values in e, 5 entries: 0.17, -0.13, -0.05, -0.38, -0.66

[17]
Entry from the OMol25 dataset: an isolated molecule of C3H5NOS in a non-equilibrium geometry (ωB97M-V/def2-TZVPD).

Positions of all 11 atoms, in Å:
C  0.3931  -1.0324  -0.1900
C  -0.9158  -0.4300  0.2324
C  -0.5806  1.0092  -0.1381
N  1.4356  -0.2155  -0.2007
O  0.7531  1.2552  0.0920
S  2.9995  -0.1726  -0.0332
H  0.5244  -2.1465  -0.3026
H  -1.8040  -0.8675  -0.2148
H  -0.8562  -0.5307  1.3222
H  -0.9289  1.2105  -1.0574
H  -1.0202  1.9203  0.4902

Calculated values
total energy: -17560.82364 eV
relative energy (zero: lowest compared OMol25 entry of this formula, charge and spin): 102.5 kcal per mole
2S+1: 1

natural (NBO) atomic charge list, values in e, 5 entries: 0.05, -0.48, -0.08, -0.24, -0.39

[18]
Entry from the OMol25 dataset: an isolated molecule of C3H5NOS in a non-equilibrium geometry (ωB97M-V/def2-TZVPD).

Positions of all 11 atoms, in Å:
C  -2.6013  -0.1990  -0.1302
C  1.4213  0.2539  -0.3937
C  0.3461  -0.2472  0.5127
N  -2.7862  -1.3242  -0.2770
O  -0.4948  0.6949  1.0104
S  -1.9101  1.3312  -0.0569
H  1.3400  0.3227  -1.5622
H  1.6794  1.3570  -0.2078
H  2.3065  -0.3753  -0.4207
H  0.9843  -0.6933  1.4150
H  -0.2852  -1.1206  0.1106

Calculated values
total energy: -17561.92517 eV
relative energy (zero: lowest compared OMol25 entry of this formula, charge and spin): 77.1 kcal per mole
2S+1: 1

natural (NBO) atomic charge list, values in e, 5 entries: -0.01, -0.67, -0.09, -0.27, -0.58

[19]
Entry from the OMol25 dataset: an isolated molecule of C3H5NOS in a non-equilibrium geometry (ωB97M-V/def2-TZVPD).

Positions of all 11 atoms, in Å:
C  -1.3710  0.2172  -0.1975
C  -0.2262  -0.7913  0.1593
C  -0.2574  1.2648  0.0066
N  0.7175  0.3191  0.0584
O  2.8273  -0.9477  -0.1605
S  2.3926  0.4354  0.0006
H  -1.6969  0.1405  -1.1634
H  -2.0721  0.0135  0.5687
H  -0.1619  -1.2414  1.2315
H  -0.1467  -1.6682  -0.5834
H  -0.0052  2.2580  0.0797

Calculated values
total energy: -17560.89881 eV
relative energy (zero: lowest compared OMol25 entry of this formula, charge and spin): 100.7 kcal per mole
2S+1: 1

natural (NBO) atomic charge list, values in e, 5 entries: -0.43, -0.20, -0.02, -0.50, -0.96

[20]
Entry from the OMol25 dataset: an isolated molecule of C3H5NOS (ωB97M-V/def2-TZVPD).

Positions of all 11 atoms, in Å:
C  -0.5028  0.3447  1.1224
C  0.3466  -0.5450  0.1995
C  -1.3717  0.6095  -0.1144
N  -0.5863  -0.1971  -0.8663
O  -2.3128  1.2685  -0.4446
S  -0.5949  -0.3964  -2.5396
H  -1.0124  -0.1681  1.9328
H  -0.0015  1.2327  1.4955
H  1.3698  -0.2206  0.0137
H  0.3311  -1.6118  0.4292
H  -0.5559  0.9051  -2.8637

Calculated values
total energy: -17564.00202 eV
relative energy (zero: lowest compared OMol25 entry of this formula, charge and spin): 29.2 kcal per mole
2S+1: 1

natural (NBO) atomic charge list, values in e, 5 entries: -0.50, -0.20, 0.68, -0.58, -0.57